Density functional theory data (ωB97M-V/def2-TZVPD) for 10 unconnected molecules or ions with the total composition C20H60O10.

The geometry in XYZ format:
```
90
Properties=species:S:1:pos:R:3:forces:R:3
C -3.974845 -0.248023 -0.993432 2.8392 0.3546 0.0442
C -5.180211 0.300955 -1.607992 -0.1280 2.2825 0.8084
O -6.191554 -0.571034 -1.246263 -1.7168 -0.7762 -0.9832
H -3.971529 -0.079476 0.083456 -0.4167 -0.8386 0.1322
H -3.038618 0.240614 -1.263287 0.0783 0.4182 -0.5032
H -3.793422 -1.267428 -1.334030 -0.2079 -0.2508 0.5445
H -5.116719 0.644748 -2.640407 -0.0320 -0.9298 -0.5347
H -5.440064 1.246918 -1.132868 0.0435 0.2083 0.3386
H -6.154090 -1.252277 -1.921614 -0.3926 -0.4615 0.1885
C -3.353640 3.665660 0.888404 -2.2389 -1.0067 0.5536
C -2.135562 4.030990 1.654751 0.1207 0.9925 -0.0172
O -1.134410 4.354538 0.722113 1.6584 -0.4849 -0.0147
H -3.685992 4.308554 0.073348 0.5956 0.3495 0.0380
H -4.222657 3.616021 1.544496 -0.1564 0.2145 0.3363
H -3.364361 2.645045 0.505874 0.6295 -0.0496 -0.2710
H -1.811368 3.256000 2.349299 0.2941 -0.4741 -0.5336
H -2.231435 4.872367 2.341035 -0.6458 0.3361 -0.0722
H -1.338755 5.175085 0.267647 -0.2002 0.0073 0.1384
C 0.870642 -0.964729 -4.953837 1.7642 -1.3452 0.4543
C 0.905258 -1.081718 -3.426620 -1.4628 0.8943 -0.1131
O -0.354771 -0.709423 -2.904078 -0.9136 0.6680 0.3475
H 1.729856 -1.590581 -5.194998 0.3078 -0.1285 -0.6250
H 1.153047 0.010330 -5.350843 -0.5975 0.1429 0.2414
H 0.047763 -1.448460 -5.480110 -0.3106 0.3769 0.4110
H 1.596661 -0.349588 -3.009431 0.7405 -0.3626 -0.2031
H 1.037101 -2.070913 -2.988191 0.8319 -0.2364 -0.7718
H -0.156766 -0.187721 -2.122916 -0.4960 0.1432 0.3958
C 4.835540 -0.142059 -0.173082 0.2673 0.5856 1.7016
C 5.056481 -0.186832 -1.619558 -1.0255 1.8916 -0.6225
O 5.481317 -1.426863 -1.993993 1.4904 -1.7639 -0.9359
H 4.484597 -1.112726 0.177266 -0.2780 0.2265 0.0864
H 4.154768 0.674608 0.067123 -0.2078 -0.2214 0.1879
H 5.750867 0.093039 0.370048 0.2049 -0.2112 0.0236
H 5.745014 0.601578 -1.923579 0.1070 0.0497 -0.1526
H 4.113823 0.008890 -2.130617 -0.2108 0.1628 -0.1748
H 6.328835 -1.339261 -2.436310 -0.0055 -0.3788 -0.0585
C -4.083840 -3.694189 3.121185 -0.9279 0.1410 0.3187
C -2.929700 -4.479654 2.528297 0.4645 0.7349 0.4967
O -1.900176 -3.568653 2.147232 0.3560 0.9533 -0.6691
H -4.840030 -4.339876 3.567678 0.1577 -0.3983 0.0224
H -4.660972 -3.110851 2.403740 0.3440 -0.1262 -0.5496
H -3.859900 -2.948470 3.883970 0.6222 -0.3553 -0.0500
H -3.257225 -5.037591 1.651063 -0.0342 -0.2787 0.1309
H -2.360298 -5.078739 3.238908 -1.0826 -0.8038 0.3349
H -1.096394 -4.080917 2.032718 0.0727 0.1205 -0.1385
C -2.663042 -1.276464 5.550388 0.1461 0.0510 -1.0131
C -1.878722 -0.690389 4.311368 -0.5129 -0.2573 0.7477
O -2.508742 -0.845586 3.028655 0.1315 0.4712 1.0189
H -3.672764 -0.865948 5.556721 -0.0377 0.0863 -0.0826
H -2.205720 -1.004983 6.501836 0.2599 0.1771 -0.1449
H -2.769808 -2.361213 5.553725 0.1958 -0.0157 -0.1837
H -0.870914 -1.095977 4.222466 0.0997 -0.1131 0.3635
H -1.779427 0.369971 4.543482 0.0166 0.1687 -0.3667
H -2.093314 -1.620382 2.643024 -0.2289 -0.4598 -0.3076
C 4.306235 -3.553814 -4.189256 -0.4840 0.6891 0.6283
C 3.505208 -3.742014 -2.889287 0.2252 -1.3165 1.1261
O 4.409305 -3.956757 -1.789453 -0.0951 -0.6097 -0.1601
H 3.815079 -3.879747 -5.106116 -0.2795 0.1742 0.1225
H 5.215743 -4.145846 -4.087245 -0.0390 0.0039 0.0924
H 4.580236 -2.500299 -4.245245 0.1646 -0.0338 -0.3901
H 2.884673 -4.636941 -2.935597 0.2456 -0.3805 -0.1919
H 2.792275 -3.047701 -2.444566 0.0566 0.9784 -1.2378
H 4.784805 -3.096406 -1.588460 0.2176 0.1863 -0.0125
C -0.429343 2.865142 -3.578890 -0.3200 -0.4470 0.3382
C -0.602618 2.993336 -2.041729 1.2121 0.6400 -0.8317
O 0.706742 2.876838 -1.470522 0.0614 -0.1487 -0.2234
H 0.126391 3.633077 -4.116970 0.2141 0.4064 0.7267
H -1.374713 2.824144 -4.119897 -0.2454 -0.2110 0.2782
H 0.105867 1.935810 -3.773844 -0.1429 -0.1406 0.0012
H -1.228530 2.216464 -1.602629 -0.3115 -0.0890 -0.3795
H -0.959684 3.973425 -1.725470 -0.5288 -0.0260 -0.3496
H 0.567151 2.824015 -0.522197 0.1141 -0.0191 0.2011
C 1.972595 2.871548 2.830336 0.6927 0.2201 0.2964
C 2.422513 4.292214 3.251198 -0.2481 -1.0879 -1.6934
O 3.832490 4.358059 3.486767 -0.6401 0.0554 0.9357
H 0.928924 2.827562 2.519043 -0.0814 0.1149 0.2172
H 2.174680 2.206669 3.670097 -0.2925 -0.1725 0.0280
H 2.559702 2.482687 1.998350 0.1227 0.1494 -0.1930
H 1.781382 4.543813 4.096031 0.8266 0.4449 0.3694
H 2.203343 4.963011 2.420475 -0.3008 0.2791 0.0907
H 4.285508 4.021652 2.710113 -0.1247 -0.0270 -0.1116
C 1.673915 -0.892660 0.240319 -0.6154 -0.3670 0.3123
C 0.453907 -0.465067 1.015894 0.0888 1.1797 0.2486
O -0.230523 0.470936 0.182838 -0.1514 -0.0971 -0.4446
H 2.184370 -0.033116 -0.194097 -0.1421 -0.0566 0.1509
H 1.336317 -1.551804 -0.559474 0.3755 -0.1894 -0.0561
H 2.318642 -1.399041 0.958658 0.2413 -0.2325 -0.4020
H 0.771284 0.043918 1.926004 0.0767 0.1454 0.2141
H -0.178292 -1.287410 1.350828 -0.1337 -0.2062 -0.3738
H -0.905391 0.977388 0.640734 -0.1317 -0.2897 0.3602
```
Forces are in eV/Å.

Properties
- maximum force (eV Å⁻¹) = 2.9
- LUMO energy (Eh) = 0.0174
- HOMO level (eV) = -9.60
- orbital gap (eV) = 10.1
- relative energy (zero: lowest compared OMol25 entry of this formula, charge and spin) (kJ/mol) = 331.3

=====

Density functional theory data (ωB97M-V/def2-TZVPD) for 2 unconnected molecules or ions with the total composition C12H19NO.

The geometry in XYZ format:
```
33
Properties=species:S:1:pos:R:3:forces:R:3
C 1.149183 -0.286553 -3.751944 1.1684 -1.3481 0.4664
C 0.885388 -1.887894 -1.824282 -0.2208 -0.2539 0.6892
C 0.386594 -0.843514 -2.589781 -2.1712 0.4285 -0.1629
C 0.148867 -2.466275 -0.773158 -0.3746 -0.0886 0.0098
C -1.153625 -2.051023 -0.530096 0.4050 0.7643 -0.8913
C -0.993117 -0.530204 -2.459090 1.5136 -1.2180 1.1879
C -1.707298 -1.177590 -1.457974 -1.2704 0.2734 -0.7704
H 1.850528 -2.307039 -2.045013 0.4200 0.0643 -0.0542
H 0.501177 -3.327666 -0.205896 0.4528 0.4168 -0.0570
H 2.152965 -0.082912 -3.364830 0.2159 -0.2508 -0.5721
H 0.849837 0.611576 -4.262871 -0.8014 0.2289 0.1093
H -1.768091 -2.249612 0.333791 0.1665 -0.7970 0.0227
H -1.426219 0.185647 -3.120758 -0.4268 0.2573 -0.3355
H -2.801492 -1.118049 -1.480936 0.3663 0.6052 0.4026
H 1.131540 -1.154080 -4.441151 0.6092 0.7874 -0.2058
C 1.454068 1.429554 2.470771 -0.3612 -0.0563 -1.0991
C 2.012192 -0.002792 2.096782 -0.6361 2.7287 -2.8979
C -0.865372 1.103915 3.474242 2.2935 -2.5802 -0.9355
C -0.079511 2.280383 0.012776 -0.9962 -0.6090 -2.0754
C -0.637823 1.409453 1.051569 0.8347 -2.9602 1.8696
O -1.448123 0.499548 0.860634 -0.6763 1.8491 -0.5614
N 0.004706 1.371976 2.277580 -0.7923 0.6137 1.6912
H 1.701493 1.481918 3.526009 -0.3208 0.9770 0.1824
H 1.772264 2.346514 1.861675 0.4830 -1.5042 1.0474
H 3.007948 -0.138697 2.492764 -0.0442 -0.6520 0.2216
H 2.027748 0.006329 0.959008 0.4191 -0.3777 1.1742
H -1.753933 0.635238 3.084014 -1.0576 1.2547 -0.0278
H 0.945081 1.959926 -0.160170 0.0337 0.0641 -0.3768
H 1.169639 -0.638974 2.302255 0.3493 -0.8836 0.7581
H -0.557446 0.151756 4.060083 0.4687 1.7627 -0.4445
H -0.770582 2.034037 4.018063 -1.0240 -0.2477 0.7201
H -0.744272 2.071980 -0.848437 0.8578 -0.1133 -0.0115
H -0.127450 3.339921 0.092802 0.1164 0.8645 0.9268
```
Forces are in eV/Å.

Properties
- maximum force (eV Å⁻¹) = 4.0
- LUMO energy (Eh) = 0.0307
- HOMO level (eV) = -8.46
- orbital gap (eV) = 9.3
- relative energy (zero: lowest compared OMol25 entry of this formula, charge and spin) (kJ/mol) = 219.7

=====

Density functional theory data (ωB97M-V/def2-TZVPD) for 2 unconnected molecules or ions with the total composition C4H12.

The geometry in XYZ format:
```
16
Properties=species:S:1:pos:R:3:forces:R:3
C -0.333216 2.062477 -1.152729 -2.0483 3.1105 1.4848
C 0.293364 1.225248 -2.185145 -0.2403 -3.6168 -1.1918
H -0.597044 1.704148 -0.155786 0.2592 -1.0170 -0.2634
H 0.268718 2.910991 -0.898307 0.7938 0.6337 0.1072
H -1.330276 2.632140 -1.420088 1.7191 -1.4629 -0.2882
H 0.627495 1.785168 -3.059539 -0.4449 0.1326 -0.0132
H -0.580550 0.496086 -2.485707 2.1003 0.9318 -0.0232
H 1.255896 0.580591 -1.943241 -2.1416 1.2699 0.2068
C -0.519001 -1.815174 1.169347 0.8740 -0.0800 -3.1723
C 0.586287 -1.530488 2.120826 1.5075 -0.3813 3.6182
H -0.534163 -2.869573 0.840205 0.2230 0.5155 -0.1626
H -1.522698 -1.603957 1.389454 -1.2885 0.2245 1.8077
H -0.505849 -1.116843 0.266472 0.7928 -1.1165 0.5991
H 0.641458 -2.245180 3.030239 -1.2390 1.1502 -0.8606
H 1.669302 -1.722154 1.971684 -0.6221 0.2650 -1.7810
H 0.580270 -0.493486 2.512319 -0.2450 -0.5593 -0.0676
```
Forces are in eV/Å.

Properties
- maximum force (eV Å⁻¹) = 4.0
- LUMO energy (Eh) = 0.0394
- HOMO level (eV) = -10.83
- orbital gap (eV) = 11.9
- relative energy (zero: lowest compared OMol25 entry of this formula, charge and spin) (kJ/mol) = 138.9

=====

Density functional theory data (ωB97M-V/def2-TZVPD) for C5H11N in the gas phase.

The geometry in XYZ format:
```
17
Properties=species:S:1:pos:R:3:forces:R:3
C -0.248643 2.120959 -0.690771 -0.1728 -2.0669 -0.7232
N -0.530139 1.255719 0.524430 -2.0268 2.9222 0.5181
C -0.469350 -0.159717 0.419751 2.3386 0.9428 -2.5859
C 0.700989 -0.763197 0.822486 -0.6406 -1.0804 2.2014
C 1.551658 -1.835590 0.274418 0.4008 -0.4561 -1.0804
C -1.198651 -0.667693 -0.868742 0.4751 0.7096 -0.7073
H 0.126608 3.199091 -0.553323 -0.3742 -2.0380 0.3700
H 0.415099 1.427971 -1.260415 0.6278 1.2763 0.0615
H -1.090250 2.144035 -1.424764 0.0034 0.3924 0.9296
H -0.358294 1.791846 1.359682 0.1367 -0.8104 0.2721
H 1.100066 -0.788708 1.877936 -0.6134 2.2995 -0.8501
H 2.058144 -2.349259 1.061840 0.4333 -0.3677 0.5696
H 1.106474 -2.587066 -0.306283 -1.0121 -1.1080 -0.9804
H 2.351989 -1.449313 -0.390981 -0.3789 0.2961 0.3762
H -0.368726 -0.731855 -1.602517 -0.5193 -0.7113 0.1059
H -1.919447 0.007946 -1.438099 0.7966 -0.3992 1.5140
H -1.726705 -1.623296 -0.736937 0.5259 0.1991 0.0089
```
Forces are in eV/Å.

Properties
- maximum force (eV Å⁻¹) = 3.6
- LUMO energy (Eh) = 0.0399
- HOMO level (eV) = -7.25
- orbital gap (eV) = 8.3
- relative energy (zero: lowest compared OMol25 entry of this formula, charge and spin) (kJ/mol) = 342.9